Entry 1:
A structure of composition C40H52AsF6N5O2PbSSe, computed with ωB97M-V with the def2-TZVPD basis set.

Structure (ORCA input):
```
! wB97M-V def2-TZVPD RIJCOSX def2/J DEFGRID3
* xyz -1 2
Pb -0.748 -0.091 -0.767
C -5.200 2.546 3.547
C -5.162 2.744 2.029
C -3.791 2.572 1.455
C -2.892 3.537 1.112
C -3.040 5.022 1.218
C -2.532 5.577 2.551
C -1.696 2.842 0.663
C -0.498 3.457 0.292
C 0.725 2.843 0.024
C 1.984 3.546 -0.146
C 2.167 5.030 -0.084
C 2.316 5.542 1.351
C 2.941 2.593 -0.307
C 2.261 1.312 -0.248
C 2.886 0.069 -0.323
C 2.303 -1.181 -0.126
N 0.998 -1.388 0.173
C 0.814 -2.728 0.287
C -0.381 -3.349 0.638
C -1.586 -2.741 0.978
N -1.811 -1.405 0.942
C -3.089 -1.200 1.345
C -3.705 0.045 1.447
C -3.139 1.297 1.206
N -1.889 1.506 0.731
C -3.713 -2.474 1.665
C -2.770 -3.432 1.457
C -2.912 -4.916 1.587
C -3.246 -5.573 0.244
C -5.108 -2.659 2.173
C -5.210 -2.458 3.687
C 2.065 -3.417 0.041
C 2.994 -2.453 -0.212
C 4.453 -2.638 -0.494
C 5.308 -2.569 0.773
C 2.233 -4.903 0.001
C 1.709 -5.497 -1.311
N 0.931 1.509 -0.061
C 4.404 2.791 -0.553
C 4.755 2.694 -2.040
H -6.208 2.697 3.941
H -4.528 3.246 4.045
H -4.877 1.538 3.812
H -5.535 3.742 1.782
H -5.847 2.036 1.556
H -4.090 5.293 1.085
H -2.499 5.501 0.397
H -3.101 5.161 3.384
H -2.617 6.665 2.588
H -1.485 5.309 2.703
H -0.496 4.541 0.293
H 1.317 5.525 -0.561
H 3.047 5.312 -0.668
H 1.430 5.296 1.939
H 2.457 6.624 1.377
H 3.171 5.071 1.839
H 3.953 0.077 -0.513
H -0.362 -4.431 0.681
H -4.732 0.041 1.794
H -3.688 -5.148 2.322
H -1.986 -5.343 1.983
H -4.214 -5.231 -0.123
H -3.271 -6.661 0.334
H -2.516 -5.299 -0.517
H -5.458 -3.659 1.909
H -5.779 -1.961 1.666
H -4.552 -3.155 4.210
H -6.230 -2.615 4.043
H -4.901 -1.448 3.964
H 4.790 -1.874 -1.201
H 4.609 -3.600 -0.990
H 5.190 -1.601 1.263
H 6.368 -2.714 0.550
H 4.998 -3.336 1.485
H 1.707 -5.359 0.844
H 3.289 -5.160 0.127
H 0.667 -5.217 -1.479
H 1.781 -6.586 -1.312
H 2.285 -5.116 -2.156
H 4.980 2.049 0.007
H 4.712 3.767 -0.169
H 4.506 1.704 -2.428
H 5.819 2.872 -2.214
H 4.182 3.423 -2.616
O -2.115 3.631 -3.010
N -0.966 3.437 -2.886
F -2.615 -1.355 -2.951
As -2.563 -3.023 -3.454
F -3.589 -3.453 -2.121
F -1.152 -3.264 -2.441
F -2.476 -4.693 -3.938
F -1.505 -2.586 -4.779
F -3.947 -2.779 -4.470
O 0.993 -1.030 -2.768
S 1.124 -1.149 -4.253
C 2.869 -0.669 -4.569
C 3.710 -1.940 -4.718
C 2.930 -3.062 -4.034
C 1.499 -2.898 -4.520
H 3.113 -0.108 -3.665
H 2.921 -0.002 -5.430
H 4.709 -1.806 -4.298
H 3.830 -2.180 -5.778
H 2.949 -2.931 -2.950
H 3.331 -4.050 -4.268
H 0.736 -3.440 -3.960
H 1.384 -3.113 -5.586
Se 0.290 2.453 -3.649
*
```

Calculated values
gap between HOMO and LUMO (alpha / beta) = 5.36 / 4.88 eV
LUMO energy (alpha / beta) = 1.28 / 0.80 eV
DFT total energy = -7807.32383 Eh

Atom charges from the Mulliken analysis, given in e for atoms 1 to 8:
1 Pb 1.2538
2 C -0.9366
3 C -1.1491
4 C 0.7061
5 C 0.7494
6 C -1.2108
7 C -1.0067
8 C 0.1281

Entry 2:
A structure of composition C40H52Cl16N4O8 at a distorted geometry, computed with ωB97M-V with the def2-TZVPD basis set.

Structure (ORCA input):
```
! wB97M-V def2-TZVPD RIJCOSX def2/J DEFGRID3
* xyz 0 1
Cl -4.421 -4.193 -1.745
C -2.997 -3.370 -1.099
C -1.864 -4.389 -1.263
Cl -0.365 -3.708 -0.718
H -3.156 -3.177 -0.039
H -2.881 -2.407 -1.597
H -1.737 -4.571 -2.331
H -1.955 -5.314 -0.695
Cl 3.226 2.025 -1.543
C 1.622 2.533 -2.207
C 1.623 3.832 -2.955
Cl 1.741 5.123 -1.686
H 1.046 2.671 -1.291
H 1.229 1.691 -2.776
H 0.736 3.965 -3.574
H 2.562 3.771 -3.504
Cl 5.421 -1.389 -3.595
C 4.311 -1.399 -2.196
C 2.883 -1.025 -2.693
Cl 2.782 0.791 -3.111
H 4.795 -0.736 -1.478
H 4.337 -2.416 -1.805
H 2.096 -1.367 -2.021
H 2.702 -1.547 -3.632
Cl 1.165 -2.778 2.022
C -0.404 -2.137 1.548
C -1.455 -3.210 1.912
Cl -1.861 -3.215 3.650
H -0.448 -1.890 0.487
H -0.717 -1.216 2.039
H -1.005 -4.184 1.718
H -2.284 -3.265 1.206
Cl -5.117 -0.051 0.616
C -4.703 -1.711 0.916
C -4.184 -1.858 2.426
Cl -2.584 -1.195 2.474
H -3.944 -1.853 0.148
H -5.544 -2.368 0.694
H -4.098 -2.870 2.822
H -4.843 -1.255 3.051
Cl -2.578 3.216 0.818
C -3.846 2.193 1.274
C -3.539 1.336 2.458
Cl -3.063 2.162 3.922
H -4.079 1.504 0.462
H -4.781 2.738 1.403
H -2.737 0.645 2.201
H -4.394 0.703 2.694
Cl -1.407 -0.504 -3.398
C -1.316 -2.258 -3.226
C -0.023 -2.848 -3.796
Cl 1.336 -2.462 -2.732
H -2.195 -2.689 -3.704
H -1.574 -2.528 -2.202
H 0.214 -2.400 -4.761
H -0.004 -3.928 -3.942
Cl -0.511 1.298 2.534
C 0.675 2.498 2.934
C -0.115 3.574 3.642
Cl 0.915 4.937 4.200
H 1.056 2.818 1.964
H 1.474 2.021 3.502
H -0.561 3.136 4.535
H -0.922 3.993 3.042
C -4.557 -2.254 -3.028
C -4.666 -1.486 -1.865
C -4.346 -0.128 -1.858
C -3.755 0.430 -2.995
C -3.492 -0.409 -4.104
C -3.919 -1.700 -4.100
N -3.534 1.846 -2.984
O -2.871 2.333 -3.876
O -3.997 2.537 -2.105
H -4.846 -3.294 -2.993
H -5.173 -1.939 -1.026
H -4.506 0.361 -0.908
H -3.150 0.096 -4.995
H -3.801 -2.213 -5.043
C 2.812 -1.151 4.206
C 2.056 -0.252 3.457
C 2.268 -0.105 2.104
C 3.298 -0.836 1.509
C 4.189 -1.599 2.301
C 3.898 -1.817 3.697
N 3.522 -0.721 0.023
O 2.760 -0.050 -0.644
O 4.483 -1.264 -0.485
H 2.466 -1.364 5.207
H 1.203 0.214 3.928
H 1.613 0.504 1.500
H 5.021 -2.105 1.833
H 4.489 -2.465 4.326
C 6.192 4.477 2.256
C 4.961 4.286 2.774
C 4.117 3.383 2.206
C 4.500 2.563 1.143
C 5.801 2.779 0.627
C 6.633 3.792 1.108
N 3.644 1.528 0.525
O 2.434 1.409 0.915
O 4.136 0.776 -0.271
H 6.770 5.297 2.655
H 4.593 4.849 3.619
H 3.159 3.300 2.698
H 6.104 2.188 -0.225
H 7.584 4.014 0.647
C 1.268 0.964 -0.261
C 0.932 -0.277 -0.925
C -0.398 -0.687 -1.004
C -1.391 0.096 -0.411
C -1.048 1.262 0.284
C 0.273 1.683 0.474
N -2.773 -0.394 -0.233
O -2.969 -1.585 -0.416
O -3.647 0.403 0.098
H 2.279 1.340 -0.220
H 1.618 -0.989 -1.360
H -0.673 -1.639 -1.434
H -1.817 1.892 0.707
H 0.517 2.627 0.940
*
```

Calculated values
gap between HOMO and LUMO = 4.28 eV
LUMO energy = -2.22 eV
DFT total energy = -9736.15175 Eh

Atom charges from the Mulliken analysis, given in e for atoms 1 to 8:
1 Cl -0.3700
2 C 0.9667
3 C -0.9095
4 Cl 0.0971
5 H 0.5726
6 H -0.9115
7 H 0.4667
8 H 0.5673

Entry 3:
A structure of composition C40H53AsFN3O2PPb at a distorted geometry, computed with ωB97M-V with the def2-TZVPD basis set.

Structure (ORCA input):
```
! wB97M-V def2-TZVPD RIJCOSX def2/J DEFGRID3
* xyz 1 1
Pb -0.262 -0.046 -0.077
C 0.938 2.123 5.198
C -0.124 2.124 4.095
C -1.063 0.956 4.229
C -2.021 1.002 5.230
C -2.903 -0.043 5.435
C -2.843 -1.139 4.600
C -1.928 -1.207 3.560
C -1.935 -2.430 2.690
C -3.293 -2.648 2.017
C -1.002 -0.170 3.389
N -0.019 -0.246 2.387
C 1.234 -0.287 2.704
C 2.253 -0.214 1.741
C 3.649 -0.181 1.902
C 4.189 -0.078 0.628
C 3.117 -0.059 -0.265
N 1.964 -0.132 0.400
H 1.601 2.976 5.079
H 1.535 1.215 5.170
H 0.468 2.183 6.176
H 0.355 2.108 3.115
H -0.698 3.052 4.174
H -2.064 1.872 5.865
H -3.629 -0.001 6.230
H -3.504 -1.974 4.764
H -1.706 -3.297 3.319
H -1.154 -2.336 1.929
H -4.106 -2.456 2.711
H -3.396 -3.672 1.664
H -3.413 -1.982 1.167
H 1.541 -0.384 3.744
H 4.178 -0.240 2.834
H 5.229 -0.016 0.365
H 3.133 -0.030 -1.338
C -1.995 3.969 -0.695
C -0.777 3.925 0.217
P 0.449 2.614 -0.242
C 1.959 2.942 0.798
C 2.112 4.331 1.403
C 1.034 3.053 -1.941
C 1.734 4.400 -2.084
H -2.713 4.691 -0.314
H -2.476 2.998 -0.761
H -1.717 4.268 -1.702
H -1.082 3.718 1.247
H -0.260 4.888 0.207
H 2.814 2.703 0.158
H 1.968 2.207 1.604
H 2.102 5.114 0.651
H 3.069 4.378 1.919
H 1.330 4.530 2.131
H 0.159 3.020 -2.589
H 1.710 2.250 -2.247
H 1.104 5.216 -1.736
H 1.952 4.572 -3.137
H 2.676 4.418 -1.543
O -1.793 1.501 -2.377
C -0.994 0.822 -2.992
C -0.848 0.736 -4.501
C 0.433 -0.069 -4.688
C 0.833 -0.460 -3.270
O 1.815 -1.093 -2.960
N -0.068 0.040 -2.386
H -0.818 1.735 -4.935
H -1.731 0.241 -4.907
H 1.242 0.503 -5.144
H 0.302 -0.973 -5.282
C -0.801 -4.486 0.067
As 0.438 -2.984 -0.287
C 1.210 -3.775 -1.899
C 1.779 -3.342 1.148
C 2.672 -4.520 0.954
C 3.751 -4.428 0.075
C 4.654 -5.469 -0.043
C 4.497 -6.618 0.718
C 3.430 -6.716 1.596
C 2.521 -5.678 1.709
H -0.251 -5.412 -0.099
H -1.650 -4.458 -0.616
H -1.169 -4.475 1.088
H 1.666 -4.726 -1.621
H 1.953 -3.121 -2.340
H 0.421 -3.953 -2.630
H 1.195 -3.443 2.068
H 2.403 -2.454 1.226
H 3.886 -3.518 -0.498
H 5.486 -5.381 -0.727
H 5.202 -7.430 0.624
H 3.305 -7.600 2.201
H 1.707 -5.755 2.416
F -6.598 0.563 -0.388
C -5.275 0.398 -0.270
C -4.624 -0.446 -1.155
C -3.252 -0.617 -1.027
C -2.599 0.073 -0.033
C -3.228 0.914 0.853
C -4.603 1.076 0.735
H -5.180 -0.949 -1.931
H -2.725 -1.269 -1.709
H -2.694 1.424 1.638
H -5.147 1.717 1.411
*
```

Calculated values
gap between HOMO and LUMO = 6.98 eV
LUMO energy = -3.72 eV
DFT total energy = -4740.40745 Eh
relative energy (zero: lowest compared OMol25 entry of this formula, charge and spin) = 0.598 eV

Atom charges from the natural (NBO) analysis, given in e for atoms 1 to 8:
1 Pb 1.6766
2 C -0.5937
3 C -0.4229
4 C -0.0456
5 C -0.2041
6 C -0.1904
7 C -0.1991
8 C -0.0307